Record 1
This record from the Open Molecules 2025 dataset describes C5H7AuCl3NO3SSi as an isolated structure at a distorted geometry. The level of theory is wB97M-V/def2-TZVPD.

Structure (XYZ):
```
22
C5H7AuCl3NO3SSi | the Open Molecules 2025 dataset | wB97M-V/def2-TZVPD
Au -0.880 -1.119 1.909
C -0.373 1.763 -1.654
C 0.764 1.200 -0.874
C 2.138 1.226 -1.442
O 0.697 1.130 0.371
C 0.182 -1.762 -1.727
O 0.296 -1.375 -2.817
O 0.071 -2.136 -0.639
H -0.285 2.846 -1.527
H -1.341 1.450 -1.265
H -0.301 1.518 -2.710
H 2.459 2.267 -1.352
H 2.159 0.940 -2.491
H 2.814 0.603 -0.861
H -0.345 1.149 0.777
Cl -1.695 -4.251 3.604
Si -0.155 -3.022 2.967
Cl 1.066 -4.258 1.820
Cl 0.957 -2.636 4.674
S -3.977 2.231 0.900
C -2.639 1.413 1.104
N -1.611 0.823 1.234
```

Output
Maximum force: 2.4 eV/Å
Kohn-Sham gap: 7.10 eV
Molecular weight: 492.6 Da
Energy: -72908.4324 eV

These are the Mulliken partial charges, in e, on atoms 1 to 8: number 1, Au, carries 0.229; number 2, C, carries -1.113; number 3, C, carries 0.918; number 4, C, carries -1.303; number 5, O, carries -0.332; number 6, C, carries 0.788; number 7, O, carries -0.435; number 8, O, carries -0.323

Record 2
This record from the Open Molecules 2025 dataset describes one molecule with the formula C2H3Br2FO at a distorted geometry. The level of theory is wB97M-V/def2-TZVPD.

Structure (XYZ):
```
9
C2H3Br2FO | the Open Molecules 2025 dataset | wB97M-V/def2-TZVPD
O 1.603 -0.086 0.065
C 0.323 0.235 -0.226
F 0.143 0.023 -1.563
Br 0.006 2.284 0.089
C -0.808 -0.347 0.440
Br -0.673 -2.358 0.493
H 2.143 0.454 -0.585
H -1.815 -0.258 -0.166
H -0.922 0.054 1.454
```

Output
Maximum force: 4.1 eV/Å
Structure (SMILES): O[C@](F)(Br)CBr
Kohn-Sham gap: 10.48 eV
Molecular weight: 221.9 Da
Energy: -146972.1961 eV

These are the Mulliken partial charges, in e, on atoms 1 to 8: number 1, O, carries -0.424; number 2, C, carries 0.607; number 3, F, carries -0.221; number 4, Br, carries -0.212; number 5, C, carries -0.815; number 6, Br, carries -0.134; number 7, H, carries 0.394; number 8, H, carries 0.366

Record 3
This record from the Open Molecules 2025 dataset describes C30H34F9INO31S2 as an isolated structure at a distorted geometry. The level of theory is wB97M-V/def2-TZVPD.

Structure (XYZ):
```
108
C30H34F9INO31S2 | the Open Molecules 2025 dataset | wB97M-V/def2-TZVPD
O -0.286 -0.197 -2.513
S -0.400 -0.566 -1.136
O 0.611 -0.026 -0.274
N -1.839 -0.379 -0.489
S -2.323 1.137 -0.390
O -2.144 1.718 0.916
O -1.841 2.005 -1.433
C -4.116 1.013 -0.634
C -4.508 -0.379 -1.110
C -6.029 -0.469 -1.310
I -6.632 -2.535 -1.056
H -0.255 -1.904 -1.105
H -4.369 1.705 -1.418
H -4.627 1.199 0.285
H -4.042 -0.617 -2.053
H -4.229 -1.158 -0.430
H -6.313 -0.101 -2.280
H -6.543 0.080 -0.554
C 3.355 2.316 0.548
C 2.001 2.982 0.557
O 2.357 4.365 0.716
C 3.580 4.523 0.160
O 4.060 5.582 -0.111
O 4.184 3.342 -0.048
F 1.253 2.596 1.611
H 3.728 2.096 1.544
H 3.365 1.405 -0.044
H 1.424 2.850 -0.359
C 1.781 -5.852 -1.705
C 1.263 -5.226 -0.430
O 0.194 -4.419 -0.900
C -0.286 -5.014 -2.028
O -1.326 -4.763 -2.530
O 0.590 -5.941 -2.495
F 2.195 -4.439 0.152
H 2.506 -5.212 -2.207
H 2.220 -6.833 -1.548
H 0.883 -5.938 0.304
C -5.692 -0.176 4.889
C -5.772 -1.658 4.606
O -6.230 -1.688 3.268
C -5.785 -0.541 2.671
O -5.754 -0.358 1.504
O -5.374 0.355 3.601
F -6.684 -2.276 5.404
H -6.649 0.226 5.225
H -4.926 0.077 5.616
H -4.819 -2.185 4.675
C 3.084 2.464 5.652
C 2.592 2.136 4.268
O 2.838 0.745 4.176
C 2.763 0.245 5.450
O 2.660 -0.903 5.713
O 2.817 1.244 6.361
F 3.326 2.779 3.310
H 4.157 2.668 5.672
H 2.560 3.298 6.101
H 1.533 2.333 4.101
C 7.669 4.128 4.279
C 8.484 4.358 5.531
O 7.542 4.103 6.559
C 6.644 3.205 6.060
O 5.879 2.579 6.710
O 6.745 3.122 4.711
F 8.910 5.642 5.626
H 7.122 5.021 3.978
H 8.265 3.776 3.441
H 9.337 3.688 5.647
C 1.655 5.715 3.684
C 1.205 7.051 4.222
O 1.325 6.873 5.626
C 2.317 5.962 5.828
O 2.854 5.770 6.866
O 2.615 5.305 4.680
F -0.088 7.309 3.918
H 0.840 4.991 3.642
H 2.113 5.783 2.703
H 1.821 7.896 3.911
C -2.348 -6.266 -5.376
C -3.581 -7.133 -5.320
O -3.625 -7.690 -6.630
C -2.331 -7.753 -7.071
O -1.977 -8.399 -7.998
O -1.523 -6.992 -6.305
F -4.703 -6.402 -5.117
H -2.561 -5.275 -5.774
H -1.860 -6.161 -4.412
H -3.538 -7.938 -4.585
C -6.834 -8.867 -7.635
C -6.281 -10.100 -6.972
O -7.400 -10.972 -6.975
C -8.169 -10.631 -8.055
O -9.027 -11.306 -8.507
O -7.805 -9.416 -8.537
F -5.913 -9.850 -5.690
H -7.333 -8.205 -6.927
H -6.076 -8.304 -8.171
H -5.451 -10.565 -7.506
C 5.113 7.329 -2.284
C 5.849 7.110 -3.583
O 5.695 8.359 -4.239
C 5.580 9.309 -3.263
O 5.699 10.473 -3.443
O 5.321 8.736 -2.065
F 5.272 6.141 -4.336
H 4.047 7.128 -2.376
H 5.509 6.741 -1.466
H 6.912 6.890 -3.471
```

Output
Maximum force: 1.7 eV/Å
Net charge: -1
Kohn-Sham gap: 7.47 eV
Molecular weight: 1266.6 Da
Energy: -150854.5730 eV

These are the Mulliken partial charges, in e, on atoms 1 to 8: number 1, O, carries -0.613; number 2, S, carries 0.805; number 3, O, carries -0.469; number 4, N, carries -0.265; number 5, S, carries 1.098; number 6, O, carries -0.696; number 7, O, carries -0.698; number 8, C, carries -1.076

Record 4
This record from the Open Molecules 2025 dataset describes C21H27Cl2CoNO7S as an isolated structure. The level of theory is wB97M-V/def2-TZVPD.

Structure (XYZ):
```
60
C21H27Cl2CoNO7S | the Open Molecules 2025 dataset | wB97M-V/def2-TZVPD
Co -0.668 -1.262 -1.315
O 1.487 -0.547 -1.940
C 1.427 0.670 -2.702
C 0.336 0.590 -3.740
N -0.923 0.246 -3.091
C -1.764 -0.571 -3.973
C -1.222 -1.994 -4.041
O -1.225 -2.605 -5.093
O -0.781 -2.419 -2.893
C -1.652 1.395 -2.557
C -2.517 1.021 -1.361
O -3.312 1.849 -0.940
O -2.273 -0.144 -0.848
H 1.704 -1.287 -2.519
H 2.385 0.892 -3.175
H 1.218 1.459 -1.977
H 0.585 -0.209 -4.443
H 0.275 1.523 -4.313
H -1.836 -0.152 -4.977
H -2.765 -0.621 -3.540
H -2.292 1.868 -3.309
H -0.948 2.150 -2.205
Cl 3.512 -2.521 0.056
C 2.264 -3.770 0.196
Cl 0.981 -3.598 -0.992
H 1.825 -3.706 1.183
H 2.725 -4.732 0.028
O 0.311 -0.549 0.432
S 1.477 0.319 0.830
C 0.941 1.984 0.494
C 1.896 2.988 0.402
C 1.473 4.282 0.136
C 0.119 4.546 -0.059
C -0.821 3.522 0.015
C -0.411 2.227 0.303
C 1.452 0.342 2.614
C 2.662 0.363 3.288
C 2.659 0.379 4.678
C 1.455 0.360 5.366
C 0.246 0.328 4.673
C 0.238 0.320 3.287
H 2.952 2.762 0.527
H 2.200 5.082 0.065
H -0.202 5.558 -0.281
H -1.874 3.707 -0.171
H -1.131 1.413 0.353
H 3.595 0.361 2.735
H 3.597 0.397 5.220
H 1.454 0.365 6.449
H -0.693 0.316 5.215
H -0.693 0.297 2.731
C -2.723 -3.009 2.353
C -1.503 -2.876 1.474
O -1.856 -2.463 0.152
H -2.433 -3.366 3.345
H -3.437 -3.714 1.922
H -3.222 -2.042 2.473
H -1.004 -3.838 1.363
H -0.787 -2.174 1.904
H -2.478 -1.713 0.192
```

Output
Maximum force: 0.8 eV/Å
2S+1: 4
Kohn-Sham gap (alpha / beta): 8.64 / 8.78 eV
Molecular weight: 567.4 Da
Energy: -111546.0516 eV

These are the Mulliken partial charges, in e, on atoms 1 to 8: number 1, Co, carries 1.204; number 2, O, carries -0.518; number 3, C, carries -0.069; number 4, C, carries -1.217; number 5, N, carries 1.121; number 6, C, carries -0.602; number 7, C, carries 0.305; number 8, O, carries -0.721

Record 5
This record from the Open Molecules 2025 dataset describes one molecule with the formula C5H10O. The level of theory is wB97M-V/def2-TZVPD.

Structure (XYZ):
```
16
C5H10O | the Open Molecules 2025 dataset | wB97M-V/def2-TZVPD
C -1.627 -0.442 0.430
C -0.817 0.438 -0.498
C 0.040 1.549 0.033
C 0.683 0.385 -0.678
C 1.594 -0.568 0.078
O 1.244 -1.933 -0.055
H -1.901 -1.393 -0.044
H -1.104 -0.656 1.370
H -2.564 0.063 0.695
H -1.349 0.669 -1.420
H 0.012 2.527 -0.437
H 0.170 1.574 1.114
H 0.998 0.575 -1.703
H 2.609 -0.486 -0.328
H 1.660 -0.278 1.140
H 0.353 -2.026 0.305
```

Output
Maximum force: 0.4 eV/Å
Structure (SMILES): C[C@H]1C[C@H]1CO
Kohn-Sham gap: 11.25 eV
Molecular weight: 86.1 Da
Energy: -7393.5770 eV

These are the Mulliken partial charges, in e, on atoms 1 to 8: number 1, C, carries -1.650; number 2, C, carries 0.418; number 3, C, carries -0.767; number 4, C, carries 0.042; number 5, C, carries -0.737; number 6, O, carries -0.530; number 7, H, carries 0.342; number 8, H, carries 0.404

Record 6
This record from the Open Molecules 2025 dataset describes a 2-piece molecular cluster, C2H10N2O overall at a distorted geometry. The level of theory is wB97M-V/def2-TZVPD.

Structure (XYZ):
```
15
C2H10N2O | the Open Molecules 2025 dataset | wB97M-V/def2-TZVPD
C 4.484 -1.297 -0.458
O 5.514 -1.411 -1.524
H 5.016 -1.516 0.456
H 3.667 -1.841 -0.917
H 3.989 -0.310 -0.425
H 5.004 -1.953 -2.143
N -3.856 0.032 1.016
C -2.763 0.692 0.383
N -2.835 2.095 0.505
H -4.729 0.479 0.733
H -3.929 -0.902 0.614
H -2.610 0.367 -0.681
H -1.776 0.483 0.843
H -3.146 2.450 1.411
H -2.029 2.632 0.186
```

Output
Maximum force: 2.6 eV/Å
2S+1: 2
Net charge: +1
Kohn-Sham gap (alpha / beta): 8.42 / 3.09 eV
Molecular weight: 78.1 Da
Energy: -7253.3847 eV

These are the Mulliken partial charges, in e, on atoms 1 to 8: number 1, C, carries -0.495; number 2, O, carries -0.477; number 3, H, carries 0.190; number 4, H, carries 0.263; number 5, H, carries 0.211; number 6, H, carries 0.307; number 7, N, carries -0.510; number 8, C, carries -0.174